The following is a quantum chemistry calculation of a structure of composition C31H45BrN2P2W, from the Open Molecules 2025 dataset.

Output
* F_max: 0.0908 hartree/bohr
* net charge: +4
* spin multiplicity: 3
* total energy: -4639.78420 Ha

Last column: Löwdin charge in e.
Element x y z (Å)
N -4.4842 -0.8085 -4.4854  0.15
H -2.9545 -4.2016 0.1040  0.11
W 0.6202 0.3464 0.0958  1.18
C 4.0947 -3.8598 1.5667  -0.01
H 1.1541 3.6920 -0.7118  0.09
H -1.7620 -2.4728 -3.3303  0.14
C -2.9505 0.3856 0.3781  -0.36
C -1.8117 -2.3361 0.0014  -0.35
H -1.3375 5.1425 0.4397  0.09
H 0.3606 5.5857 0.8514  0.08
C -1.6867 -0.9746 2.6370  -0.37
H -4.6301 -0.9044 1.0135  0.07
C 1.7072 2.7594 2.2253  -0.36
H 2.8009 -2.8988 3.0376  0.13
C -4.3005 0.4075 -3.9532  -0.04
C -0.2223 0.8815 -2.0641  -0.08
H 2.3756 -1.5062 -1.0325  0.08
H -0.8406 -2.8596 -0.0282  0.09
H 4.1890 -3.0577 -1.7621  0.12
H -3.8719 -2.8085 0.6395  0.07
Br 5.6501 2.1248 -3.0821  1.13
C -2.5238 -1.6915 -3.4351  0.04
C 4.4964 -3.8870 0.2158  -0.02
C 2.2687 4.1841 2.2448  -0.10
C 2.8707 -2.1467 -0.2906  -0.06
C -3.1276 -1.0697 3.1690  -0.11
C -1.1665 -0.0205 -2.2144  0.07
C -0.2911 5.1083 0.1053  -0.09
H -1.1771 -0.1346 3.1378  0.06
H -4.2241 -1.0040 -0.7471  0.08
H -3.8262 -2.7919 -4.7496  0.15
N 1.5237 -1.1319 1.4976  -0.05
C 3.7522 1.6698 -2.9959  -0.51
H -5.0806 0.3965 -0.0866  0.11
H -3.1344 -1.1867 4.2657  0.11
H -0.5224 3.2326 -0.9744  0.07
P 0.2466 2.4843 1.1528  0.87
H 1.5793 4.8888 2.7308  0.09
C -2.8643 -3.2510 0.6554  -0.10
H 0.9069 1.1593 -4.8263  0.16
C 1.5723 1.2963 -3.9623  0.08
C -4.2885 -0.3395 0.1314  -0.10
H -2.0689 3.9962 3.7264  0.11
H 0.8274 -1.6821 2.0244  0.09
H -3.6662 -1.9420 2.7713  0.07
C 1.1020 1.1598 -2.6321  -0.19
H 2.5330 4.5492 1.2425  0.08
H -2.0419 3.0007 1.4464  0.09
C -1.1157 3.9456 3.1824  -0.09
H 1.9151 -0.5012 2.2190  0.13
H -0.3207 3.7681 3.9227  0.09
P -1.4911 -0.6860 0.7953  0.85
C -2.3239 -0.4016 -2.8876  -0.26
C 3.1126 -2.9512 1.9904  0.00
H -2.5845 -3.4995 1.6887  0.08
H 2.0756 0.9939 -0.2595  0.00
H -0.9658 4.9220 2.6938  0.08
H 3.1931 4.1731 2.8366  0.11
H 4.5480 -4.5502 2.2794  0.14
H 5.2715 -4.5920 -0.1089  0.14
C 2.5352 -2.0926 1.0533  -0.31
C 3.3596 1.5030 -1.6897  -0.10
H 2.4947 2.0555 1.9043  0.07
H -1.1232 -1.8764 2.9386  0.09
H -4.9943 1.2265 -4.1734  0.15
H -3.6984 -0.1569 2.9469  0.08
H -0.2249 5.7040 -0.8156  0.11
H -2.0713 -2.1635 -1.0535  0.04
C -3.2028 0.6715 -3.1383  0.03
C -1.2346 2.8040 2.1689  -0.37
H -2.6620 0.9166 -0.5389  0.03
H 1.4151 2.4386 3.2389  0.10
H 3.9723 1.5611 -0.7781  0.14
C 3.8876 -3.0326 -0.7091  -0.04
C 0.1621 3.6788 -0.2335  -0.36
H -1.4840 1.8510 2.6663  0.06
C -3.6429 -1.8278 -4.2594  -0.04
C 2.9351 1.5900 -4.1375  0.01
H 3.3986 1.7677 -5.1105  0.15
H -3.0719 1.1695 1.1432  0.07
C 2.0070 1.1911 -1.5397  -0.22
H -2.9519 1.6865 -2.8052  0.14

The following is a quantum chemistry calculation of the molecule C3H2N2O, from the Open Molecules 2025 dataset.

Output
* ΔE to the lowest compared entry with this formula, charge and spin: 171.4 kcal/mol
* F_max: 0.0772 hartree/bohr

Last column: Löwdin charge in e.
Element x y z (Å)
C 0.4043 1.0781 0.5404  0.05
C 1.2610 -0.0135 0.0026  -0.12
N -1.6527 -0.4014 -0.0057  0.00
H 2.2444 0.2842 -0.3300  0.10
H 1.1687 -1.0371 0.3533  0.10
O -2.7298 -0.9073 0.0670  0.09
C -0.8607 0.4759 0.1609  -0.28
N 0.1647 0.5210 -0.7886  0.06

The following is a quantum chemistry calculation of a cluster of 5 separate species, C15H24F18N5O12S6 in total, from the Open Molecules 2025 dataset.

Output
* ΔE to the lowest compared entry with this formula, charge and spin: 10.1 kcal/mol
* F_max: 0.1374 hartree/bohr
* spin multiplicity: 2

Last column: Löwdin charge in e.
Element x y z (Å)
F -0.2541 -3.6251 -2.2148  0.14
N -0.2847 2.1915 -0.3986  -0.33
F 0.5103 0.3401 -2.6272  0.09
H 2.9403 1.2690 4.6415  0.11
S 1.1644 2.6874 -1.2990  0.73
C -4.0572 2.9665 -2.4542  -0.54
F -3.1061 3.1374 -1.4931  0.11
H 5.6476 -2.6851 2.5144  0.11
O -1.9966 -4.6990 -0.2318  -0.21
O -3.7109 -0.2366 -5.9317  -0.24
F -5.9632 -2.4664 -0.1729  0.11
C 2.7073 1.6164 3.6350  -0.30
C 3.1267 0.7369 2.4770  -0.09
C 2.4262 -1.6996 3.4382  -0.08
S -3.1670 2.3098 -4.1249  0.59
H -2.8126 0.5965 -0.8251  0.11
F 2.2783 1.2500 -3.3802  0.13
S -2.4623 0.0729 -5.1422  0.74
O -3.8907 -3.1561 1.6154  -0.27
F -5.0083 2.0458 -2.1648  0.14
C 4.2846 -1.8258 1.1270  -0.17
H -1.8404 -0.7443 -0.9130  0.01
O -0.9401 4.6145 0.0690  -0.28
F -4.5308 -3.1989 -1.5729  0.20
O 2.4016 2.3189 -0.5307  -0.34
S -1.4189 -3.4971 0.1326  0.46
C 0.0941 -3.2738 -0.9893  -0.62
H 4.2158 -3.6069 2.2775  0.12
H 4.4893 -2.4537 0.2598  0.12
F -0.5146 -1.5957 -4.0020  0.15
N -2.7488 0.9155 -3.7037  -0.19
H -1.1671 0.7459 -0.8173  0.03
N 2.2905 -0.5873 2.2925  -0.14
O -4.2423 2.3659 -5.0798  -0.16
O -3.4983 -0.8394 1.2640  -0.28
O -2.0836 3.2579 -4.3595  -0.14
F -2.5603 -2.2778 -3.8842  0.11
H 0.5657 0.3632 1.2448  0.08
F -1.5392 1.5712 2.0334  0.11
H 1.9648 -1.1701 4.2718  0.12
F 0.5227 -1.9911 -0.9274  0.10
H -1.8992 0.1303 -2.1918  0.05
O -0.9603 -3.4422 1.4950  -0.29
C -4.7845 -2.2242 -0.8011  -0.67
O -1.4636 0.7915 -5.9035  -0.24
O 0.7430 3.4878 1.4788  -0.31
C 3.1897 3.0075 3.5971  -0.10
C 3.8925 -1.9735 3.6679  -0.16
H 2.1618 -2.1731 0.8088  0.10
F -1.5262 -2.3433 -5.7930  0.16
F -3.0005 2.9364 1.1859  0.19
F -4.5322 4.1630 -2.7866  0.17
H 0.2927 -0.1566 3.0062  0.10
C 2.8324 -1.3247 0.9454  -0.08
H 2.5455 3.5267 4.3066  0.10
H 0.3187 -1.3759 1.8452  0.07
F 0.2211 2.1661 -3.7588  0.10
H 4.2476 3.0653 3.8531  0.08
N -1.9473 0.2219 -1.1871  0.28
C -1.6675 -1.6103 -4.6695  -0.59
H 1.7508 -2.5321 3.2414  0.14
H 4.3431 -1.0642 4.0658  0.11
F -1.8504 3.4951 3.0296  0.09
H 4.9328 -0.9496 1.1433  0.11
H 3.9079 -2.7523 4.4303  0.12
H 3.1643 3.2416 2.5328  0.07
S -0.4284 3.3990 0.6163  0.56
H 4.1733 0.5749 2.7350  0.13
H 1.6204 1.6422 3.7131  0.10
H 2.9029 1.3711 1.6193  0.11
H 2.8218 -0.8014 -0.0107  0.12
S -3.3938 -2.1173 0.6694  0.68
O 1.1040 4.0087 -1.8249  -0.26
F 1.0527 -4.1615 -0.6428  0.12
F -4.9840 -1.1455 -1.5201  0.15
C -1.8776 2.8159 1.7955  -0.63
C 1.0499 1.5455 -2.8735  -0.55
C 4.5670 -2.5839 2.4128  -0.18
N -2.0725 -2.2231 -0.3132  -0.34
C 0.7196 -0.3790 2.0282  0.05

The following is a quantum chemistry calculation of a structure of composition C8H16N4PtS3, from the Open Molecules 2025 dataset.

Output
* F_max: 0.0085 hartree/bohr
* net charge: +2
* spin multiplicity: 3
* total energy: -1846.81115 Ha

Last column: Löwdin charge in e.
Element x y z (Å)
C 0.0087 -2.2349 2.6865  -0.45
C -0.8459 -0.9777 2.6805  -0.47
N 3.2468 0.1173 -5.1849  0.22
H 1.9493 -3.8003 -0.1307  0.09
C -0.2022 -4.0679 -0.0354  -0.45
H -0.5811 -3.1399 2.5536  0.08
H -0.2863 -0.1080 3.0265  0.10
N 5.1242 1.2799 -4.5316  0.22
H -2.9781 -3.2583 -0.9843  0.11
H -2.6435 -1.6186 -1.5163  0.10
C 1.1468 -3.8051 0.6086  -0.47
N 1.7586 -0.2901 -1.7353  -0.08
H -1.0037 -4.1533 0.6947  0.08
N 3.6163 0.6960 -2.9469  0.16
H 5.6519 1.7119 -3.7908  0.14
C 2.6334 0.1531 -2.3723  -0.30
H 0.5153 -2.3183 3.6481  0.10
S -0.6481 -2.7779 -1.2357  0.87
H 5.4622 1.3527 -5.4758  0.14
C -2.3579 -2.3819 -0.7908  -0.47
H -3.5773 -1.5567 0.7671  0.11
Pt 0.4135 -0.8113 -0.3174  0.71
C 3.9807 0.6859 -4.2245  -0.45
S -1.4633 -0.5054 1.0500  0.84
H -2.3782 -2.6926 1.3603  0.08
H 1.3859 -4.5866 1.3317  0.11
H -1.7027 -1.0898 3.3460  0.11
H -0.1581 -5.0169 -0.5708  0.11
H 3.5325 0.1214 -6.1498  0.13
S 1.3113 -2.1983 1.4209  0.87
H 2.3651 -0.3066 -4.9579  0.12
C -2.5513 -1.8999 0.6354  -0.45

The following is a quantum chemistry calculation of a structure of composition C18H15F2N3O7, from the Open Molecules 2025 dataset.

Output
* ΔE to the lowest compared entry with this formula, charge and spin: 439.6 kcal/mol
* F_max: 0.3372 hartree/bohr

Last column: Löwdin charge in e.
Element x y z (Å)
C 0.5194 0.0573 -2.7739  -0.10
H 0.5683 -0.0056 2.1256  0.21
F -1.4393 -1.5068 -1.1628  0.33
C 0.5360 -1.0710 -3.5679  0.07
H 2.5603 4.7304 -0.1974  0.16
C 1.9629 -1.3006 -4.0736  -0.09
C 2.6638 0.7559 -3.2115  0.02
F 0.0815 -0.5491 -0.2360  0.16
C -3.2587 -0.5838 2.1751  0.01
C -0.8792 -0.5097 -1.0916  -0.92
H 1.9764 -2.2416 -4.7744  0.13
C 0.8863 2.4318 1.2724  -0.15
N -1.1818 -4.3135 1.8496  -0.25
C -1.3139 0.4625 2.7947  -0.34
C 1.6033 0.8746 -2.5228  -0.34
O 0.0412 -4.3384 2.3642  -0.02
O -0.6489 0.3640 -1.9253  0.12
C 2.0066 3.7996 -0.2694  -0.07
O -1.6720 -5.3139 1.3969  0.09
H 0.2074 2.7101 3.4138  0.21
C -3.9512 -1.6676 1.7605  0.04
N 1.4055 1.8209 -1.7037  0.18
C -2.0095 -2.9504 1.9121  -0.22
H 3.7866 -0.6719 -4.4749  0.06
C -3.2572 -3.0360 1.5927  0.06
H -5.1328 -1.6827 1.3506  0.18
H 1.7683 1.8805 2.8912  0.14
O 1.8349 3.1264 0.9475  0.11
C -1.2863 -1.9743 2.3256  0.03
C 2.3437 2.8054 -1.2575  -0.24
H -0.3335 -1.7026 -3.6081  0.11
H 0.4908 1.9090 -1.3204  0.09
H 0.0653 -2.0642 2.6981  0.26
H -1.7439 -0.0102 -0.4110  0.18
H -3.7664 0.1142 2.1314  0.00
O -0.3710 2.2407 0.2482  -0.18
O 3.5992 2.9246 -1.7110  -0.02
C 2.9386 -0.4578 -4.0297  -0.07
C 0.6790 1.8548 2.6988  -0.23
N 0.0434 0.7681 2.8247  0.01
C -1.8907 -0.7170 2.5739  -0.12
O -1.7732 1.5429 3.4111  0.00
H 3.7460 1.2834 -3.1398  0.17
H 1.1172 4.1987 -0.6415  0.13
H -3.5225 -3.9876 1.3455  0.09

The following is a quantum chemistry calculation of the molecule C5H10N2, from the Open Molecules 2025 dataset.

Output
* ΔE to the lowest compared entry with this formula, charge and spin: 44.9 kcal/mol
* F_max: 0.0433 hartree/bohr

Last column: Löwdin charge in e.
Element x y z (Å)
C 0.5160 -0.9141 0.6900  -0.17
N 1.9518 -0.8257 0.8630  -0.02
H -1.8150 -0.6362 -0.7515  0.11
H 1.8351 -2.6229 1.8902  0.07
C -0.1973 0.1787 0.4272  -0.11
H 0.1470 1.1978 -1.8816  0.06
N -0.8228 1.4568 -1.9667  -0.02
H -0.8152 2.0559 -2.7820  0.07
H -2.8043 1.4464 -1.4200  0.11
C 2.4421 -1.8248 1.4719  -0.07
H -2.4038 0.0554 0.6657  0.11
C -1.8178 1.4410 -0.9402  -0.32
H 0.2407 1.1427 0.6656  0.12
C -1.6152 0.1951 -0.0690  -0.20
H -1.8546 2.3594 -0.3234  0.10
H 0.1949 -1.9445 0.5684  0.11
H 3.5177 -1.9320 1.5907  0.06